28
Properties=species:S:1:pos:R:3:forces:R:3:mulliken_charge:R:1 method="wB97M-V/def2-TZVPD" homo_energy_ev=-10.405 max_force_ev_per_a=1.73 charge=0 orbital_gap_ev=9.331 smiles="C#COC(=O)OCl.CCCCCC"
C 3.784504 1.714349 3.774492 0.39 -0.67 -0.59 -0.290
C 2.756720 2.304520 3.741750 -0.16 0.43 0.21 0.125
O 1.601317 2.906625 3.800331 -0.63 0.57 0.47 -0.353
C 0.632210 2.126068 3.230868 -0.88 -1.01 0.93 0.638
O 0.569196 1.825847 2.110976 0.26 0.11 -1.70 -0.304
O -0.294630 1.666929 4.159846 0.49 0.61 0.42 -0.254
Cl -0.086079 0.003490 4.365483 -0.14 0.03 -0.03 0.050
H 4.526073 1.057926 3.413028 0.68 -0.05 0.30 0.355
C -0.359938 0.706708 -3.417763 0.13 0.00 0.04 -1.180
C -0.016435 -0.678624 -2.879686 -0.10 0.02 -0.12 -0.360
C -1.200742 -1.382581 -2.218886 0.04 -0.07 0.06 -0.740
C -1.765374 -0.676318 -0.984575 -0.01 0.05 -0.02 -0.812
C -0.758303 -0.436556 0.139345 -0.09 -0.10 -0.05 -0.059
C -0.188194 -1.720773 0.727743 0.05 0.06 0.06 -1.221
H -0.674226 1.383264 -2.621469 -0.02 0.00 -0.01 0.275
H 0.508178 1.155197 -3.903594 -0.03 0.03 -0.02 0.371
H -1.164009 0.650522 -4.154695 -0.02 0.01 0.03 0.297
H 0.821051 -0.603171 -2.180997 -0.02 -0.03 0.02 0.253
H 0.333122 -1.297874 -3.710533 0.03 -0.02 0.04 0.359
H -0.901002 -2.400225 -1.951866 -0.02 0.01 0.01 0.313
H -2.004824 -1.491545 -2.953818 0.02 0.01 -0.02 0.390
H -2.596993 -1.273098 -0.595562 0.00 0.01 0.01 0.381
H -2.198624 0.283458 -1.280322 0.00 -0.01 -0.01 0.321
H -1.253533 0.119027 0.938837 0.03 0.05 -0.03 0.300
H 0.057587 0.199306 -0.212851 -0.03 0.03 0.01 0.202
H -0.989389 -2.345138 1.130841 0.03 -0.04 0.00 0.297
H 0.501442 -1.485961 1.540715 0.00 -0.07 0.02 0.335
H 0.360893 -2.311375 -0.007649 -0.02 0.02 -0.02 0.313